DFT (ωB97M-V/def2-TZVPD) results for C22H24N2O4S in the gas phase.

Geometry as XYZ:
```
53
Properties=species:S:1:pos:R:3:forces:R:3
C 4.72459 2.84508 -0.37153 0.209 0.252 -0.084
N 4.19942 1.93267 0.62526 -0.238 -0.299 0.253
C 4.23324 0.57773 0.50241 -0.456 -0.335 0.542
C 3.13730 -0.18214 0.84305 0.734 0.258 -0.230
N 1.94160 0.43942 1.25702 -0.375 0.319 -0.452
S 1.21302 1.40421 0.04780 -0.212 -0.119 -0.037
O 1.22414 2.76037 0.52653 -0.295 0.016 0.189
O 1.89053 1.15915 -1.19427 -0.164 -0.278 -0.081
C -0.46184 0.79544 -0.01219 0.584 0.169 0.159
C -0.68145 -0.53053 -0.33173 0.022 -0.163 -0.087
C -1.98244 -1.00034 -0.37566 0.081 0.103 0.018
C -3.05874 -0.15980 -0.10556 0.047 -0.131 -0.035
C -4.46625 -0.69078 -0.15844 -0.019 0.366 0.099
C -5.15876 -0.57557 1.20528 -0.045 -0.417 -0.084
C -6.56653 -1.15989 1.13728 -0.055 0.324 0.094
C -7.39072 -0.44751 0.06914 0.002 -0.333 -0.084
C -6.70469 -0.55189 -1.28961 -0.056 0.329 0.077
C -5.29719 0.03351 -1.22491 -0.045 -0.409 -0.119
C -2.80476 1.17149 0.21520 0.073 -0.041 -0.054
C -1.50886 1.65222 0.26372 0.011 0.196 0.079
C 3.06673 -1.59902 0.61884 -0.568 0.030 0.033
O 2.04972 -2.25026 0.77858 0.446 0.106 -0.041
O 4.18353 -2.22090 0.15666 -0.090 -0.246 0.027
C 5.33099 -1.53420 -0.05721 0.565 0.516 -0.108
C 6.43811 -2.28256 -0.45304 -0.240 0.006 0.072
C 7.65715 -1.66691 -0.63356 -0.132 0.026 0.048
C 7.78735 -0.30321 -0.39507 0.093 0.098 -0.012
C 6.69322 0.44562 -0.02357 -0.086 -0.128 0.031
C 5.43040 -0.14351 0.11899 0.088 -0.445 -0.215
H 5.22124 2.29908 -1.17049 -0.024 0.065 0.007
H 5.42799 3.54329 0.08958 0.026 -0.010 -0.152
H 3.90253 3.41390 -0.80849 0.021 -0.038 -0.015
H 3.32804 2.26337 1.02275 0.200 0.045 0.063
H 1.29309 -0.26864 1.58415 -0.153 -0.002 0.072
H 0.15340 -1.18504 -0.53058 0.083 -0.143 -0.022
H -2.16181 -2.03659 -0.62056 -0.032 -0.109 -0.026
H -4.42438 -1.75203 -0.42667 0.030 0.007 0.000
H -5.21731 0.47319 1.50122 0.048 0.095 0.042
H -4.56943 -1.10329 1.95823 0.041 0.074 0.049
H -7.05274 -1.06242 2.11000 -0.005 -0.092 0.019
H -6.50726 -2.22433 0.89894 -0.013 -0.083 0.032
H -8.38930 -0.88551 0.01628 -0.050 0.075 0.022
H -7.50141 0.60524 0.33914 -0.058 0.073 0.022
H -7.28932 -0.02189 -2.04418 -0.009 -0.073 -0.059
H -6.64867 -1.60149 -1.58727 -0.019 -0.059 -0.066
H -4.80589 -0.06177 -2.19561 0.037 0.089 -0.012
H -5.35896 1.09623 -0.98473 0.045 0.105 0.003
H -3.62273 1.84159 0.43015 -0.098 0.082 0.026
H -1.28798 2.67803 0.51254 -0.058 0.135 0.056
H 6.31336 -3.34415 -0.59462 -0.023 -0.122 -0.019
H 8.51361 -2.24843 -0.93793 0.064 -0.066 -0.022
H 8.75166 0.17074 -0.49657 0.071 0.052 -0.002
H 6.81342 1.49300 0.19534 0.000 0.127 -0.014
```
Forces are in eV/Å.

Calculated values
HOMO-LUMO gap: 8.32 eV
Net charge: 0
HOMO level: -8.13 eV
Multiplicity: 1
Maximum force: 0.81 eV/A

DFT (ωB97M-V/def2-TZVPD) results for C31H34As2N5RuS3 as an isolated structure.

Geometry as XYZ:
```
76
Properties=species:S:1:pos:R:3:forces:R:3
Ru 0.24858 -0.24344 0.50047 0.169 -0.492 -0.061
C -0.32243 6.06100 -2.32549 0.005 0.003 0.000
C -0.65946 4.77289 -1.62534 0.071 -0.017 0.049
C -1.81556 4.05736 -1.93132 -0.037 -0.070 -0.027
C -2.07737 2.83032 -1.35586 -0.006 0.038 -0.082
C -1.22003 2.24558 -0.40448 0.012 0.064 0.111
N -1.40770 0.97249 0.07295 0.084 0.023 0.008
C -2.68682 0.49575 0.29930 0.062 -0.017 -0.005
C -3.69626 1.32042 0.81912 -0.071 -0.005 0.033
C -4.93722 0.83257 1.17160 0.031 0.042 0.003
C -5.23732 -0.52371 1.06747 0.011 -0.041 -0.008
C -6.54851 -1.07893 1.55260 -0.017 0.002 -0.014
C -4.25466 -1.35027 0.55333 -0.030 0.015 -0.008
C -3.02290 -0.85598 0.13352 -0.021 0.028 0.017
N -2.14801 -1.79576 -0.49922 0.070 -0.155 0.061
C -2.55968 -2.84297 -1.24791 -0.068 0.062 0.029
C -1.46721 -3.62259 -1.53027 0.067 -0.081 -0.012
C -0.39754 -2.97648 -0.90210 0.046 0.037 0.104
N -0.81528 -1.88289 -0.27877 -0.119 0.324 -0.133
C -0.10660 3.02373 -0.03329 -0.034 -0.056 -0.040
C 0.18220 4.22768 -0.66973 -0.017 0.046 -0.039
N 0.71435 2.67461 1.08177 0.098 0.105 0.127
C 1.25258 3.55645 1.95820 -0.038 -0.031 -0.061
C 2.01608 2.85122 2.85391 0.015 -0.016 0.005
C 1.87877 1.51381 2.46350 -0.017 -0.114 0.059
N 1.09856 1.42177 1.39903 -0.227 0.140 -0.319
H -1.20591 6.68914 -2.44409 -0.004 -0.004 -0.002
H 0.08288 5.87445 -3.32296 -0.005 0.002 -0.001
H 0.42185 6.63128 -1.76956 0.000 -0.006 0.002
H -2.51053 4.45568 -2.66274 -0.005 -0.005 0.006
H -2.96797 2.28288 -1.63986 0.010 0.007 -0.005
H -3.46999 2.36895 0.96658 -0.004 -0.011 0.008
H -5.67733 1.51336 1.57668 0.003 0.003 0.002
H -7.35699 -0.36255 1.40442 0.003 0.000 0.003
H -6.50554 -1.31158 2.61872 0.004 0.005 0.003
H -6.81160 -1.99640 1.02580 0.008 -0.002 0.003
H -4.43626 -2.41636 0.48947 -0.008 0.010 0.005
H -3.59529 -2.94375 -1.51992 0.013 -0.003 -0.030
H -1.44094 -4.53019 -2.10640 -0.003 0.004 0.003
H 0.64582 -3.24133 -0.85487 -0.013 0.011 -0.024
H 1.08877 4.75573 -0.39702 0.006 0.001 0.010
H 1.02213 4.60423 1.88882 0.011 0.012 0.008
H 2.56399 3.24124 3.69258 0.005 -0.011 0.000
H 2.25898 0.60508 2.90403 0.019 0.021 0.021
S 0.35869 -2.94432 4.22394 -0.025 -0.089 0.073
C 0.38865 -1.97592 2.91705 0.072 0.285 -0.225
S -0.70954 -0.66911 2.56698 -0.040 -0.181 0.080
S 1.56001 -1.96791 1.62607 -0.090 0.022 0.187
C -1.14999 -0.44256 -3.45760 0.066 0.050 0.024
As 0.37492 0.09495 -2.36615 -0.081 0.196 -0.041
C 0.79809 1.76586 -3.30292 -0.110 0.035 -0.009
C 1.80722 -1.01196 -3.07546 0.064 -0.067 0.050
C 1.73754 -1.71556 -4.27309 0.014 0.007 0.006
C 2.81080 -2.49020 -4.68928 -0.014 0.000 -0.022
C 3.95829 -2.56504 -3.91236 0.017 -0.008 0.001
C 4.03541 -1.86693 -2.71596 -0.015 0.009 0.010
C 2.96416 -1.08786 -2.29059 -0.116 0.007 -0.053
As 2.89780 -0.14808 -0.58623 0.268 -0.035 0.131
C 4.40585 -0.95382 0.35460 0.000 0.032 -0.081
C 3.79504 1.54367 -1.02437 -0.062 -0.013 -0.011
H -1.33399 -1.50665 -3.33450 -0.021 -0.053 0.002
H -0.96941 -0.20829 -4.50659 -0.017 -0.015 -0.004
H -2.01963 0.11515 -3.10994 0.003 -0.002 0.009
H -0.14007 2.29776 -3.45780 -0.006 0.028 0.001
H 1.26835 1.55388 -4.26205 -0.001 -0.003 -0.008
H 1.44248 2.40108 -2.70034 -0.003 -0.041 -0.029
H 0.84540 -1.66894 -4.88607 -0.007 0.001 0.008
H 2.75057 -3.03979 -5.62015 -0.001 -0.001 0.003
H 4.79230 -3.17467 -4.23584 0.001 0.002 0.002
H 4.92985 -1.94543 -2.11094 0.009 0.002 0.000
H 4.26046 -2.02563 0.46604 -0.018 0.003 -0.004
H 4.46070 -0.50946 1.34681 -0.008 -0.001 0.005
H 5.32682 -0.74560 -0.19023 0.030 -0.021 0.034
H 4.06494 2.02391 -0.08326 -0.011 0.011 0.004
H 3.14194 2.20924 -1.58456 0.014 -0.032 0.035
H 4.69522 1.34464 -1.60507 0.006 0.007 0.010
```
Forces are in eV/Å.

Calculated values
HOMO-LUMO gap (alpha / beta): 7.18 / 6.49 eV
Net charge: 0
HOMO level (alpha / beta): -6.72 / -6.76 eV
Multiplicity: 2
Maximum force: 0.52 eV/A

DFT (ωB97M-V/def2-TZVPD) results for C3H8N4O in the gas phase.

Geometry as XYZ:
```
16
Properties=species:S:1:pos:R:3:forces:R:3
H -0.07167 -0.66809 2.87184 -0.452 -0.812 -3.406
N -0.11862 -0.76789 1.74314 -1.172 3.017 2.965
C -0.90443 0.20071 1.34283 -1.926 0.579 3.190
N -0.95316 0.68060 0.08759 -1.493 0.835 -0.876
O -2.18982 1.47705 0.01283 0.515 -0.413 -1.827
C 0.23612 1.16970 -0.47370 2.355 -2.211 -3.397
N 1.01481 0.25318 -1.11308 -0.247 6.216 1.743
N 0.80502 -0.94119 -0.92002 -1.067 -7.883 2.510
C 2.12767 -1.87692 -0.81123 -0.441 5.022 0.159
H -1.82691 0.93112 1.84618 2.641 -2.580 0.112
H -2.70720 1.20443 -0.81125 1.421 0.145 1.456
H 0.60445 2.16861 -0.65207 -0.989 0.333 0.404
H 0.08500 -1.21810 -0.04574 2.678 0.547 -2.921
H 2.85620 -1.62946 -1.60203 -1.092 -0.878 -0.717
H 1.89604 -2.88699 -0.57312 -0.107 -0.511 0.063
H 2.69003 -1.25170 -0.06727 -0.623 -1.407 0.542
```
Forces are in eV/Å.

Calculated values
HOMO-LUMO gap: 8.52 eV
Net charge: 0
HOMO level: -7.70 eV
Multiplicity: 1
Maximum force: 8.34 eV/A

DFT (ωB97M-V/def2-TZVPD) results for a 12-piece molecular cluster, C38H73Cl22IN3S3 overall.

Geometry as XYZ:
```
140
Properties=species:S:1:pos:R:3:forces:R:3
C 4.50607 -2.04316 1.12404 0.119 0.152 0.096
C 3.41248 -1.00466 0.76868 0.586 -0.961 -0.156
C 3.07780 -1.11007 -0.67766 -0.204 0.385 0.199
C 3.40493 -0.28874 -1.70781 -0.133 0.062 -0.403
C 4.16607 0.99049 -1.79776 0.131 -0.050 0.350
C 4.06531 1.97157 -0.61291 -0.021 0.272 -0.380
C 2.67642 2.16020 -0.01057 0.158 -0.228 0.804
S 2.75042 2.73732 1.72100 -0.053 0.549 0.177
N 2.87482 -0.89354 -2.85048 -0.061 -0.088 0.190
I 2.99519 -0.27551 -4.77059 0.001 0.062 -0.052
C 2.24590 -2.01630 -2.50867 -0.025 0.257 -0.266
N 2.34304 -2.16613 -1.19938 0.089 -0.081 0.275
C 1.75214 -3.27436 -0.42343 -0.294 0.107 -0.421
C 0.25221 -3.38788 -0.68665 -0.279 0.134 0.497
C -0.62858 -2.54355 0.27679 0.450 -0.500 -0.597
S -1.64980 -1.42521 -0.71554 0.101 0.411 0.377
C -3.28475 -1.51358 0.03249 0.398 0.082 0.165
S -4.18754 -2.85162 -0.08909 -0.107 -0.073 -0.122
N -3.61052 -0.33204 0.69544 -0.708 -0.499 0.098
C -2.96733 -0.37732 2.05896 0.245 0.061 -0.268
C -3.83463 0.13646 3.19542 0.405 0.476 -0.193
C -5.05240 -0.04204 0.68276 -0.457 -0.229 -0.388
C -5.63301 -0.03966 -0.74350 -0.051 0.600 0.126
H 5.16232 -2.22479 0.27290 -0.008 -0.026 -0.052
H 5.13150 -1.68768 1.93950 -0.077 0.004 0.090
H 4.08040 -2.99244 1.44500 0.000 -0.058 -0.067
H 3.79004 -0.01804 1.01664 -0.214 0.107 -0.157
H 2.53608 -1.21793 1.37475 -0.111 0.331 -0.005
H 3.84521 1.51589 -2.69510 -0.014 -0.063 -0.136
H 5.22011 0.72435 -1.91256 0.045 0.185 -0.224
H 4.36297 2.94052 -1.01847 0.182 0.004 0.098
H 4.80832 1.74896 0.15092 -0.125 -0.217 0.097
H 2.08348 1.25125 -0.00292 -0.150 0.021 -0.249
H 2.11850 2.94912 -0.50192 -0.125 -0.094 -0.285
H 2.77168 1.58879 2.40725 0.016 -0.188 -0.251
H 1.75016 -2.67136 -3.21011 0.079 0.044 0.241
H 2.25600 -4.19750 -0.70152 0.188 0.057 0.024
H 1.95382 -3.03413 0.61453 0.031 -0.258 0.096
H 0.01819 -3.05345 -1.69457 0.190 -0.215 -0.172
H -0.05646 -4.42948 -0.62873 0.078 -0.039 -0.028
H -1.25561 -3.19923 0.87554 -0.120 0.093 0.051
H 0.03336 -1.96566 0.92249 -0.254 0.179 0.181
H -2.72206 -1.41965 2.27800 0.043 -0.016 0.050
H -2.02751 0.17320 2.01416 -0.001 0.083 -0.038
H -3.19595 0.21187 4.07525 -0.079 -0.204 0.114
H -4.67703 -0.51488 3.40271 -0.078 0.039 0.051
H -4.17031 1.15269 2.99579 -0.183 -0.029 0.033
H -5.22431 0.94499 1.09977 0.262 -0.025 0.227
H -5.61745 -0.77140 1.26916 0.080 0.029 0.187
H -6.09214 0.92948 -0.94321 -0.016 0.020 -0.001
H -4.86297 -0.16543 -1.50120 -0.024 -0.195 -0.046
H -6.41892 -0.78008 -0.86280 0.169 -0.213 -0.115
Cl 1.62630 6.49195 1.14437 0.022 -0.027 -0.043
C 1.42086 6.08473 2.86776 -0.028 -0.113 0.030
C 1.19649 7.30746 3.71747 -0.068 -0.005 0.077
Cl 2.65370 8.33309 3.80721 -0.011 0.028 -0.006
H 2.30343 5.53528 3.18423 0.036 0.028 -0.031
H 0.55861 5.42410 2.93742 -0.024 0.024 -0.004
H 0.95595 7.00513 4.73510 0.037 -0.029 0.005
H 0.38332 7.91901 3.33600 0.044 0.031 -0.059
Cl 4.54805 -4.77816 -2.50728 -0.006 0.007 0.028
C 3.96951 -6.05130 -3.62198 0.041 -0.078 -0.051
C 3.07574 -5.47907 -4.68975 0.095 0.081 -0.047
Cl 1.53679 -4.89188 -3.99550 -0.051 -0.328 -0.198
H 3.45490 -6.80334 -3.03018 -0.022 0.043 0.044
H 4.84754 -6.50432 -4.07771 0.034 0.059 0.000
H 2.82555 -6.24171 -5.42423 -0.047 -0.047 0.062
H 3.55315 -4.64812 -5.20310 -0.010 0.034 0.036
Cl -1.56660 -4.97775 -2.93856 -0.121 0.029 -0.165
C -2.23934 -6.62419 -3.07233 -0.013 -0.040 0.082
C -3.10828 -6.92016 -1.87828 -0.211 -0.162 -0.040
Cl -2.15971 -7.04227 -0.37085 0.112 0.027 0.014
H -1.41691 -7.33097 -3.15076 0.073 0.073 0.037
H -2.82284 -6.66573 -3.98956 -0.082 0.050 0.048
H -3.61794 -7.87311 -2.01015 0.050 -0.027 -0.003
H -3.85317 -6.14691 -1.72227 0.078 0.104 -0.027
Cl 1.80401 3.55428 -3.88906 0.010 -0.026 0.020
C 0.02408 3.53849 -4.10991 -0.063 0.030 -0.065
C -0.70711 3.39320 -2.80445 0.039 0.050 0.124
Cl -0.45689 1.77926 -2.07619 0.002 -0.048 0.033
H -0.21654 2.72909 -4.79340 0.034 -0.029 0.018
H -0.24495 4.48182 -4.58035 0.016 0.019 0.026
H -1.77562 3.51085 -2.97294 0.260 -0.157 0.007
H -0.38376 4.13781 -2.07935 0.053 -0.051 -0.003
Cl -2.30339 3.77027 -6.92759 0.061 -0.150 0.074
C -3.99920 4.21963 -6.60880 -0.124 -0.062 -0.101
C -4.12103 5.23344 -5.50559 -0.085 0.128 -0.028
Cl -3.68414 4.55833 -3.90724 -0.228 0.136 -0.123
H -4.54675 3.30924 -6.37974 0.056 -0.024 0.052
H -4.39061 4.64340 -7.53164 0.048 0.037 -0.011
H -5.15366 5.56899 -5.43280 -0.016 -0.040 0.020
H -3.48566 6.09690 -5.68263 0.062 -0.035 0.019
Cl -5.34379 -9.07038 2.90315 -0.016 0.009 0.009
C -4.10677 -7.78768 2.90356 -0.020 0.047 -0.097
C -3.20231 -7.86765 4.10511 0.083 0.010 -0.015
Cl -4.05093 -7.47056 5.62145 0.001 -0.006 0.007
H -4.62065 -6.83042 2.85483 -0.045 -0.014 0.032
H -3.52025 -7.91298 1.99567 0.018 -0.021 0.014
H -2.39276 -7.14735 3.99649 -0.018 0.025 -0.011
H -2.77397 -8.86072 4.21270 -0.052 -0.026 0.031
Cl -6.39230 -6.10117 -1.19234 -0.011 -0.056 -0.026
C -8.09128 -5.66741 -0.86348 -0.101 0.045 0.000
C -8.19276 -4.63270 0.22769 -0.051 0.072 0.000
Cl -7.70253 -5.28037 1.81335 0.029 0.007 0.000
H -8.62247 -6.57891 -0.60377 0.062 -0.027 0.053
H -8.50675 -5.27092 -1.78795 0.046 0.037 -0.008
H -9.22614 -4.30298 0.31980 -0.015 -0.039 0.011
H -7.56598 -3.77000 0.01283 0.051 -0.027 0.014
Cl 4.80421 -3.49604 4.68237 0.004 0.019 -0.031
C 3.89552 -2.43180 5.78996 0.057 0.000 0.075
C 2.65817 -1.87107 5.14545 -0.141 0.052 0.177
Cl 3.04713 -0.70485 3.84408 -0.168 -0.215 0.110
H 4.56190 -1.63919 6.11926 0.011 0.012 -0.036
H 3.61235 -3.03268 6.65192 -0.020 -0.020 -0.014
H 2.07539 -1.32928 5.88838 0.051 0.059 0.002
H 2.03671 -2.65166 4.71486 0.051 -0.009 -0.066
Cl -4.32394 5.17320 -11.24751 -0.015 0.007 0.013
C -3.06859 6.43571 -11.34677 0.009 0.020 -0.065
C -2.07758 6.32869 -10.21807 0.123 -0.051 -0.046
Cl -2.81868 6.72508 -8.64571 -0.018 0.196 -0.006
H -3.56576 7.40184 -11.34914 -0.038 -0.013 0.037
H -2.55410 6.30333 -12.29667 0.012 -0.039 0.007
H -1.26137 7.03178 -10.37244 -0.041 0.052 0.004
H -1.66543 5.32524 -10.14532 -0.057 -0.026 0.046
Cl 7.32347 9.75736 5.46350 0.012 -0.016 0.015
C 5.84947 8.88428 5.95542 -0.017 -0.034 -0.086
C 5.22994 9.46328 7.19978 -0.096 0.002 0.005
Cl 6.24047 9.19493 8.64376 0.003 0.006 0.002
H 6.11309 7.83889 6.09378 0.047 0.009 0.037
H 5.14492 8.95820 5.13014 -0.017 0.037 0.007
H 4.27264 8.97930 7.38580 0.007 -0.026 -0.009
H 5.06647 10.53287 7.09950 0.062 0.017 0.015
Cl 4.15872 1.37923 5.90214 0.102 0.148 0.089
C 5.17114 2.23460 7.09906 -0.002 0.082 0.038
C 5.92391 1.26872 7.97654 0.084 0.022 0.026
Cl 4.83502 0.35071 9.05008 -0.003 -0.036 -0.032
H 4.52329 2.88352 7.68217 -0.036 -0.048 0.023
H 5.87603 2.85111 6.54434 0.012 -0.044 -0.041
H 6.61810 1.81514 8.61202 -0.035 0.019 0.029
H 6.48555 0.55179 7.38311 -0.026 -0.019 -0.012
```
Forces are in eV/Å.

Calculated values
HOMO-LUMO gap: 6.85 eV
Net charge: +1
HOMO level: -10.14 eV
Multiplicity: 1
Maximum force: 1.14 eV/A